(1)
This record from the OMol25 dataset describes 2 unconnected molecules or ions with the total composition C6H8N3OS. The level of theory is wB97M-V/def2-TZVPD.

HOMO-LUMO gap (alpha / beta): 0.3103 / 0.3103 Ha
HOMO (alpha / beta): -13.62 / -13.62 eV
Charge: +1

The geometry in XYZ format:
```
19
Properties=species:S:1:pos:R:3:forces:R:3:mulliken_charge:R:1
C 2.5591 0.7471 -0.0930 -1.19 0.35 -0.68 -0.214
C 1.9388 -0.4667 -0.1345 0.34 -1.26 1.70 0.169
C 0.0461 0.7951 0.0718 1.69 2.37 -1.29 0.462
C -1.8567 2.1495 -0.0882 1.40 -0.44 -1.47 -0.004
C -2.8811 -0.9776 0.1869 0.44 -0.78 -0.33 0.690
C 2.5427 -1.8514 0.0590 0.31 0.99 -2.61 -0.993
N 0.5125 -0.4222 0.0401 3.10 2.19 -0.73 0.066
N -3.8402 -0.3858 -0.1967 0.13 -0.51 -0.31 -0.431
N -1.2643 1.0465 0.1881 -1.30 0.92 0.40 -0.367
O -1.9548 -1.6811 0.3643 -0.34 0.12 0.20 -0.601
S 1.3401 1.9779 -0.2606 -0.97 -0.71 1.25 -0.055
H 3.5965 1.1281 0.0422 -0.87 -1.05 -0.44 0.388
H -2.9396 2.0900 -0.0021 0.19 0.72 0.19 0.150
H -1.3226 3.0125 -0.6302 -0.94 -1.00 1.05 0.181
H 2.6099 -2.3522 -1.0074 -0.27 0.54 2.40 0.268
H 3.5504 -1.7450 0.4715 -0.23 -0.20 -0.13 0.351
H 1.8751 -2.2900 0.7711 -0.02 -1.14 0.16 0.334
H -0.1511 -1.1516 0.0810 -0.81 -1.67 0.19 0.303
H -4.3610 0.3769 0.1367 -0.66 0.58 0.46 0.303
```
Forces are in eV/Å.

***

(2)
This record from the OMol25 dataset describes C6H8N4O in the gas phase. The level of theory is wB97M-V/def2-TZVPD.

HOMO-LUMO gap (alpha / beta): 0.2643 / 0.2605 Ha
HOMO (alpha / beta): -6.82 / -7.00 eV
Charge: 0

The geometry in XYZ format:
```
19
Properties=species:S:1:pos:R:3:forces:R:3:mulliken_charge:R:1
C -0.8086 -1.0321 0.3029 1.97 1.90 -0.75 -0.312
C -2.1063 -0.5904 0.3614 -0.48 1.22 0.13 -0.480
C 2.7171 -0.3660 -0.3734 -0.79 1.79 1.16 -0.243
C 2.7388 0.9439 -0.2529 0.52 0.39 -0.46 -0.375
C 0.3886 -0.3912 0.1913 -0.29 0.95 -0.89 0.460
C 0.4280 1.0586 0.3450 0.50 1.20 0.97 0.188
N 1.6093 -1.0660 -0.0961 -3.54 -1.74 1.07 -0.216
N -2.6438 0.5549 -0.1420 -0.84 -1.89 -0.17 0.313
N -2.3205 1.4200 -1.0903 0.06 -1.34 1.91 -0.764
N -0.5248 1.7472 0.8054 -0.79 -2.17 -0.14 -0.587
O 1.6227 1.6892 0.1121 1.57 0.30 -0.41 -0.370
H -0.7936 -2.0435 0.3867 0.51 -3.13 0.20 0.388
H -2.6649 -1.3498 0.9217 -1.07 1.21 -0.33 0.237
H 3.5566 -0.8461 -0.6736 2.34 -1.56 -0.77 0.460
H 3.7018 1.4140 -0.4869 -1.02 0.68 0.18 0.326
H 1.5887 -1.9418 0.4189 0.87 0.05 -0.55 0.247
H -3.5700 0.6035 0.2521 -0.53 0.86 -0.54 0.265
H -0.5287 2.7139 1.0115 0.95 0.96 -0.20 0.170
H -1.3712 1.1259 -1.3145 0.08 0.34 -0.41 0.292
```
Forces are in eV/Å.

***

(3)
This record from the OMol25 dataset describes a gas-phase ion, C6H8NO (charge -1). The level of theory is wB97M-V/def2-TZVPD.

HOMO-LUMO gap: 0.1899 Ha
HOMO: -1.32 eV
SMILES string: C#C[C@H](N[O-])C1CC1
Charge: -1

The geometry in XYZ format:
```
16
Properties=species:S:1:pos:R:3:forces:R:3:mulliken_charge:R:1
C 2.2563 2.1302 -0.0593 -0.98 -1.49 0.89 -0.473
C 1.6749 1.1682 0.3858 0.34 -2.17 -0.61 -0.486
C 1.1547 -0.3711 0.2835 -0.51 2.94 -2.34 0.046
N 1.9604 -1.2716 -0.4261 1.03 -1.39 -1.84 -0.176
O 3.0304 -1.8709 0.2651 -0.36 0.45 0.20 -0.855
C -0.2535 -0.1338 -0.3808 0.66 -0.81 1.74 -0.287
C -1.3754 -0.9410 0.0587 -3.02 -0.45 -0.19 -0.488
C -1.3558 0.4997 0.5204 0.38 -0.79 -2.76 -0.655
H 2.4221 3.1063 -0.2443 0.89 2.51 -0.65 0.451
H 1.0205 -0.6752 1.2771 0.02 -0.92 1.33 0.347
H 2.3125 -1.1615 -1.4585 -1.50 0.85 2.69 0.206
H -0.2337 -0.1179 -1.4088 0.30 0.96 -2.24 0.408
H -1.3759 -1.7657 0.7353 0.55 -0.39 0.56 0.238
H -2.2158 -1.1081 -0.7102 1.42 0.26 1.01 0.183
H -2.1310 1.1824 0.1900 0.29 0.00 -0.24 0.241
H -0.7913 0.8033 1.3232 0.48 0.43 2.46 0.301
```
Forces are in eV/Å.

***

Largest force on an atom (eV Å⁻¹)
3.87, 4.09, 3.79
E (eV)
-23696.8472, -14354.8069, -9882.9804
Energy relative to the best compared isomer or geometry (same formula, charge and spin) (kJ/mol)
22.4, 443.8, 327.1